Molecular formula: C24H55N9O7P5S
Method: DFT, ωB97M-V/def2-TZVPD

Calculated values
* energy relative to the best compared isomer or geometry (same formula, charge and spin): 0.0 kJ/mol
* total charge: +1
* E_LUMO: -4.6 eV

Element x y z (Å)
C: 6.24 -6.63 -0.19
C: 6.47 -5.18 -0.57
N: 7.28 -4.53 0.15
C: 5.70 -4.55 -1.75
C: 4.96 -3.34 -1.22
C: 3.75 -3.53 -0.56
P: 3.02 -5.24 -0.38
C: 3.00 -5.58 1.43
O: 1.45 -5.21 -0.80
C: 3.10 -2.38 -0.03
C: 1.80 -2.47 0.74
O: 1.82 -2.26 1.90
O: 0.67 -2.78 0.06
P: -0.12 -1.48 -0.67
S: -1.55 -0.80 0.38
C: 3.67 -1.12 -0.16
C: 3.11 0.16 0.42
C: 3.77 0.34 1.79
O: 4.49 1.26 2.05
C: 4.86 -1.03 -0.86
O: 5.46 0.16 -1.05
N: 5.50 -2.09 -1.39
P: 7.03 -1.69 -2.24
N: 8.16 -1.36 -1.22
H: 5.56 -7.15 -0.87
H: 7.21 -7.10 -0.14
H: 5.85 -6.64 0.83
H: 7.37 -3.56 -0.15
H: 4.95 -5.23 -2.14
H: 6.38 -4.31 -2.57
H: 3.59 -6.47 1.60
H: 1.96 -5.80 1.68
H: 3.36 -4.74 2.03
H: 1.37 -5.52 -1.71
H: -0.58 -1.94 -1.91
H: 0.83 -0.49 -0.97
H: 2.04 0.11 0.61
H: 3.36 0.98 -0.25
H: 3.52 -0.43 2.54
H: 5.64 0.53 -0.17
H: 7.42 -2.75 -3.07
H: 6.72 -0.58 -3.02
H: 8.93 -2.00 -1.38
O: -4.07 0.60 2.14
P: -5.25 0.44 3.07
N: -6.19 1.78 2.57
C: -6.98 2.65 3.40
C: -6.82 1.59 1.27
N: -4.38 0.73 4.56
C: -4.09 2.09 4.98
C: -3.16 -0.08 4.64
N: -6.57 -0.38 3.93
C: -6.81 -0.18 5.35
C: -6.62 -1.82 3.64
H: -7.93 2.20 3.72
H: -7.21 3.56 2.85
H: -6.44 2.98 4.29
H: -7.73 0.97 1.35
H: -6.13 1.09 0.58
H: -7.09 2.55 0.83
H: -3.71 2.72 4.17
H: -3.36 2.09 5.79
H: -4.98 2.56 5.42
H: -2.34 0.35 4.06
H: -3.34 -1.09 4.27
H: -2.84 -0.17 5.68
H: -6.04 -0.63 5.99
H: -7.77 -0.64 5.60
H: -6.89 0.88 5.61
H: -5.78 -2.36 4.10
H: -6.57 -1.98 2.55
H: -7.55 -2.26 3.98
O: -0.78 2.20 -1.53
P: -0.87 3.21 -2.63
N: -1.29 2.18 -3.93
C: -0.84 2.26 -5.30
C: -2.66 1.70 -3.87
N: 0.82 3.67 -2.64
C: 1.80 2.85 -3.33
C: 1.31 3.98 -1.30
N: -1.34 4.71 -3.47
C: -0.39 5.50 -4.23
C: -2.12 5.61 -2.58
H: -1.34 3.05 -5.88
H: -1.03 1.31 -5.81
H: 0.24 2.41 -5.38
H: -3.38 2.45 -4.23
H: -2.93 1.45 -2.84
H: -2.78 0.79 -4.46
H: 1.67 1.77 -3.12
H: 2.81 3.14 -3.04
H: 1.76 3.01 -4.41
H: 1.53 3.07 -0.72
H: 0.56 4.55 -0.73
H: 2.21 4.59 -1.35
H: 0.35 6.01 -3.60
H: -0.95 6.26 -4.78
H: 0.13 4.91 -4.97
H: -1.49 6.06 -1.80
H: -2.92 5.05 -2.10
H: -2.58 6.41 -3.16

Atom charges from the Mulliken analysis, given in e for atoms 1 to 99:
1. C -1.200
2. C 1.121
3. N -0.729
4. C -1.748
5. C 0.095
6. C 0.493
7. P 0.164
8. C -1.149
9. O -0.422
10. C 0.644
11. C -0.580
12. O -0.434
13. O -0.215
14. P 0.385
15. S -0.180
16. C 0.452
17. C -0.982
18. C -0.156
19. O -0.452
20. C 0.438
21. O -0.557
22. N 0.426
23. P 0.223
24. N -0.641
25. H 0.322
26. H 0.423
27. H 0.238
28. H 0.285
29. H 0.488
30. H 0.492
31. H 0.415
32. H 0.364
33. H 0.361
34. H 0.335
35. H 0.094
36. H -0.060
37. H 0.349
38. H 0.539
39. H 0.436
40. H 0.349
41. H 0.157
42. H 0.120
43. H 0.276
44. O -0.713
45. P 0.631
46. N 0.235
47. C -0.834
48. C -1.105
49. N 0.174
50. C -1.130
51. C -1.103
52. N -0.007
53. C -0.866
54. C -1.022
55. H 0.310
56. H 0.376
57. H 0.120
58. H 0.313
59. H 0.270
60. H 0.366
61. H 0.343
62. H 0.372
63. H 0.286
64. H 0.319
65. H 0.335
66. H 0.351
67. H 0.288
68. H 0.409
69. H 0.252
70. H 0.330
71. H 0.337
72. H 0.359
73. O -0.722
74. P 0.688
75. N 0.220
76. C -0.835
77. C -1.200
78. N 0.270
79. C -1.202
80. C -0.986
81. N -0.015
82. C -0.858
83. C -1.008
84. H 0.308
85. H 0.381
86. H 0.143
87. H 0.316
88. H 0.348
89. H 0.379
90. H 0.280
91. H 0.395
92. H 0.286
93. H 0.131
94. H 0.335
95. H 0.403
96. H 0.287
97. H 0.404
98. H 0.250
99. H 0.331

Molecular formula: C6H19CuO7
Method: DFT, ωB97M-V/def2-TZVPD

Calculated values
* total charge: +1
* E_LUMO (alpha / beta): -2.7 / -2.7 eV
* 2S+1: 2
* <S²>: 0.75

Element x y z (Å)
Cu: -2.51 9.60 7.57
O: -1.25 8.06 7.14
H: -0.47 8.09 7.77
C: -1.51 5.03 8.91
C: 4.47 6.90 7.58
O: 3.85 7.86 8.33
O: -2.07 5.71 8.09
H: -0.87 5.54 9.67
H: -1.70 3.92 9.04
H: 5.42 7.22 7.13
H: 3.94 5.93 7.50
H: 4.59 8.35 8.83
H: -1.65 7.15 7.27
C: 0.13 8.75 10.95
C: -0.06 10.03 11.75
O: -1.38 10.00 12.29
O: -0.02 9.08 9.59
H: -0.71 8.08 11.14
H: 1.10 8.27 11.14
H: 0.12 10.92 11.13
H: 0.72 10.04 12.51
H: -1.36 10.59 13.07
H: 0.21 10.01 9.43
C: -3.61 11.84 9.09
C: -4.86 11.21 8.39
O: -4.64 9.90 8.09
O: -2.50 11.67 8.22
H: -3.28 11.43 10.02
H: -3.80 12.89 9.26
H: -4.93 11.75 7.42
H: -5.79 11.30 8.97
H: -5.43 9.36 7.94
H: -2.61 12.30 7.47

Taken from the natural (NBO) analysis, the atomic charges in e are:
1. Cu 0.869
2. O -1.032
3. H 0.526
4. C 0.322
5. C -0.092
6. O -0.702
7. O -0.556
8. H 0.121
9. H 0.147
10. H 0.153
11. H 0.160
12. H 0.483
13. H 0.526
14. C -0.085
15. C -0.092
16. O -0.720
17. O -0.762
18. H 0.195
19. H 0.182
20. H 0.153
21. H 0.180
22. H 0.481
23. H 0.479
24. C -0.100
25. C -0.087
26. O -0.773
27. O -0.763
28. H 0.211
29. H 0.194
30. H 0.161
31. H 0.202
32. H 0.519
33. H 0.499

Molecular formula: C5H9O3
Method: DFT, ωB97M-V/def2-TZVPD

Calculated values
* energy relative to the best compared isomer or geometry (same formula, charge and spin): 96.1 kJ/mol
* total charge: -1
* E_LUMO: 3.6 eV

Element x y z (Å)
O: 0.82 -1.17 2.50
C: 0.19 -0.84 1.46
O: -1.08 -0.66 1.34
C: 0.90 -0.66 0.08
C: 0.15 0.42 -0.81
C: 0.04 0.25 -2.39
C: 0.10 1.33 -3.18
H: 0.78 -1.65 -0.31
H: 1.98 -0.45 0.11
H: 0.57 1.38 -0.54
H: -0.89 0.40 -0.41
H: -0.12 -0.79 -2.77
H: 0.11 2.36 -2.94
H: -0.14 1.25 -4.21
H: -0.40 -0.37 3.81
H: -1.81 -0.50 3.81
O: -1.20 -0.29 4.45

Taken from the natural (NBO) analysis, the atomic charges in e are:
1. O -0.775
2. C 0.770
3. O -0.811
4. C -0.514
5. C -0.461
6. C -0.128
7. C -0.461
8. H 0.202
9. H 0.192
10. H 0.191
11. H 0.272
12. H 0.193
13. H 0.186
14. H 0.170
15. H 0.505
16. H 0.465
17. O -0.997

Molecular formula: C2H8N2OP
Method: DFT, ωB97M-V/def2-TZVPD

Calculated values
* energy relative to the best compared isomer or geometry (same formula, charge and spin): 83.5 kJ/mol
* total charge: -1
* E_LUMO: 4.1 eV

Element x y z (Å)
C: -1.07 1.19 0.16
C: -1.19 -1.22 -0.32
N: 2.22 -0.21 0.84
N: -0.34 -0.07 -0.12
O: 3.31 0.01 0.00
P: 1.48 0.37 -0.57
H: -0.46 1.98 -0.31
H: -2.11 1.17 -0.32
H: -1.23 1.39 1.23
H: -0.69 -2.15 -0.42
H: -1.76 -1.41 0.67
H: -1.92 -1.11 -1.20
H: 2.15 0.90 1.65
H: 1.59 -0.85 -1.29

Taken from the natural (NBO) analysis, the atomic charges in e are:
1. C -0.417
2. C -0.387
3. N -0.565
4. N -0.788
5. O -0.747
6. P 0.899
7. H 0.197
8. H 0.142
9. H 0.154
10. H 0.192
11. H 0.147
12. H 0.132
13. H 0.166
14. H -0.126

Number 1: E -110791.6650 eV. Number 2: E -65492.2041 eV. Number 3: E -11474.2427 eV. Number 4: E -16516.5339 eV.